Entry from the OMol25 dataset: 10 unconnected molecules or ions with the total composition C36H90NO28S9 (ωB97M-V/def2-TZVPD).

As for the multiplicity: 2. The orbital gap (spin up / spin down) is 9.92 / 9.24 eV. The value obtained for the HOMO energy (spin up / spin down) is -10.010 / -10.577 eV. The total energy is -7170.4324 Ha. As for the net charge: 0.

Last column: Löwdin spin population.
Geometry (Å):
H -28.416 -10.055 -1.715  -0.001
O -30.822 -16.227 -3.235  0.000
C -22.863 -19.829 -2.310  0.000
H -26.332 -18.313 -3.836  0.000
C -25.657 -16.974 5.125  0.000
H -22.765 -19.376 1.843  0.000
C -18.899 -14.685 -1.140  0.000
S -19.383 -17.924 -6.021  0.000
H -22.113 -7.289 4.304  0.000
H -24.874 -19.484 -5.438  0.000
O -23.959 -14.686 -0.174  0.000
C -28.104 -9.183 -2.290  0.006
H -21.061 -8.057 5.592  0.000
H -27.525 -16.415 0.258  0.000
C -18.429 -17.765 -7.599  0.000
C -31.654 -12.638 -5.692  0.000
O -24.757 -17.359 -5.544  0.000
H -28.455 -12.490 1.776  0.000
H -21.468 -19.764 -4.160  0.000
S -25.863 -16.108 7.626  0.000
C -23.288 -10.695 0.800  0.000
C -27.370 -12.409 1.835  0.000
H -19.109 -12.558 -1.405  0.000
C -24.316 -11.139 -4.557  0.004
H -17.597 -18.601 -0.552  0.000
H -19.013 -18.254 -1.649  0.000
H -32.354 -11.881 -5.338  0.000
H -25.533 -11.987 -6.614  0.001
C -23.966 -16.102 -7.729  0.000
O -26.986 -14.988 2.496  0.000
S -25.289 -16.059 -6.459  0.000
O -25.523 -14.884 8.351  0.000
C -21.824 -8.200 4.827  0.000
C -18.257 -17.846 -0.979  0.000
O -21.096 -21.241 0.821  0.000
H -20.384 -14.281 -4.606  0.000
H -24.036 -17.111 3.844  0.000
C -19.700 -13.430 -1.125  0.000
H -20.717 -16.357 -4.041  0.000
H -28.061 -16.059 8.384  0.000
C -27.688 -9.650 -3.725  0.024
H -23.840 -10.438 -3.871  0.000
O -27.854 -13.556 4.298  0.000
H -26.987 -11.393 1.922  0.000
C -27.699 -16.170 7.362  0.000
H -26.711 -12.725 -5.579  0.002
H -22.343 -10.930 0.310  0.000
H -24.166 -16.928 -8.411  0.000
O -23.378 -21.934 -0.006  0.000
H -24.032 -14.275 1.825  0.000
H -21.648 -14.285 -5.877  0.000
O -25.461 -13.305 3.530  0.000
H -24.001 -11.509 0.667  0.000
C -27.917 -16.753 1.217  0.000
C -23.869 -15.165 1.218  0.000
H -21.657 -18.229 -3.204  0.000
C -26.342 -11.758 -5.920  0.013
O -21.867 -20.382 -1.449  0.000
H -29.110 -14.271 -2.904  0.000
S -21.035 -9.362 3.581  0.000
H -32.200 -13.042 -6.544  0.000
H -28.092 -14.332 -4.419  0.001
C -22.488 -15.502 1.577  0.000
H -22.575 -8.819 5.319  0.000
S -26.876 -13.515 3.220  0.000
H -17.550 -17.158 -1.443  0.000
C -21.364 -14.663 -4.895  0.000
C -22.127 -19.150 -3.546  0.000
O -20.195 -19.130 -6.011  0.000
O -20.918 -10.656 4.207  0.000
H -26.324 -7.456 -6.106  0.000
H -27.173 -19.620 -4.683  0.000
H -22.679 -18.515 0.277  0.000
H -23.694 -17.955 5.320  0.000
H -22.951 -18.841 -4.189  0.000
H -17.450 -18.178 -7.358  0.000
S -22.296 -20.947 0.106  0.000
C -28.989 -10.152 -4.363  0.014
O -17.701 -16.413 1.233  0.000
H -30.603 -13.328 -3.896  0.000
H -27.328 -8.842 -6.606  0.000
C -21.176 -16.145 -5.006  0.000
C -26.664 -8.455 -5.833  0.000
O -25.077 -14.883 -5.623  0.000
H -28.851 -10.100 -5.443  0.000
H -22.010 -14.399 -4.058  0.000
H -27.092 -17.355 1.596  0.000
H -25.044 -9.618 -6.647  0.000
C -25.736 -10.748 -4.908  0.020
H -22.232 -16.468 1.142  0.000
H -18.434 -16.709 -7.869  0.000
H -24.857 -18.571 4.011  0.000
H -24.416 -12.043 -3.957  -0.001
C -24.492 -17.737 4.611  0.000
H -27.940 -17.141 6.930  0.000
S -29.902 -15.837 -4.358  0.000
O -29.261 -16.781 -5.252  0.000
H -23.564 -20.621 -2.576  0.000
O -26.603 -16.379 -7.030  0.000
C -28.234 -15.578 2.165  0.000
H -28.781 -15.847 3.068  0.000
O -25.286 -15.986 6.027  0.000
C -25.459 -18.601 -5.694  0.000
C -28.565 -14.894 -3.613  0.001
H -30.719 -12.210 -6.054  0.000
O -22.475 -15.975 -1.835  0.000
S -18.850 -16.923 0.488  0.000
H -17.930 -14.453 -0.697  0.000
H -24.742 -8.756 -5.168  0.000
O -24.643 -16.874 -0.817  0.000
H -27.378 -17.876 -5.147  0.000
H -29.380 -11.135 -4.101  0.002
H -29.822 -9.450 -4.339  0.001
H -24.327 -14.332 -3.100  0.000
O -22.188 -9.371 2.446  0.000
H -26.756 -7.582 -3.867  0.000
H -20.440 -13.577 -1.911  0.000
H -26.317 -17.668 5.645  0.000
H -26.933 -12.930 0.983  0.000
C -22.959 -10.569 2.341  0.000
C -31.369 -13.649 -4.602  0.000
O -26.840 -11.818 -2.978  0.594
H -18.999 -18.421 -8.258  0.000
H -23.831 -15.124 -8.191  0.000
N -26.552 -10.543 -3.681  0.320
H -23.827 -10.428 2.985  0.000
C -23.048 -19.403 0.791  0.000
H -22.346 -15.628 2.650  0.000
O -19.893 -17.708 1.180  0.000
O -30.547 -14.635 -5.275  0.000
H -25.791 -18.878 -6.695  0.000
H -21.861 -14.715 1.158  0.000
H -18.715 -15.112 -2.127  0.000
H -22.144 -16.645 -5.037  0.000
S -23.853 -15.845 -1.380  0.000
H -28.765 -17.422 1.074  0.000
H -23.516 -19.083 -1.858  0.000
H -23.707 -9.844 0.263  0.000
H -24.130 -19.411 0.661  0.000
O -19.876 -8.774 2.948  0.000
H -28.869 -8.406 -2.311  0.000
H -27.320 -8.748 -1.670  0.000
H -25.852 -14.680 -2.093  0.000
H -27.854 -15.623 -3.224  0.000
H -28.878 -14.888 1.620  0.000
H -28.224 -7.723 -4.642  0.000
O -25.457 -17.432 8.137  0.000
H -27.231 -11.408 -6.444  0.000
C -24.995 -15.064 -2.645  0.000
H -32.224 -14.092 -4.091  0.000
H -26.247 -16.518 4.330  0.000
H -23.569 -11.256 -5.342  0.000
H -22.987 -16.231 -7.269  0.000
H -27.853 -15.364 6.645  0.000
C -27.321 -8.305 -4.455  -0.001
O -19.574 -15.677 -0.326  0.000
C -25.460 -9.411 -5.661  -0.001
O -18.491 -17.704 -4.911  0.000
H -20.146 -13.398 -0.131  0.000
H -24.605 -15.918 1.500  0.000
H -25.170 -15.813 -3.418  0.000
H -22.609 -11.559 2.634  0.000
O -20.385 -16.575 -6.138  0.000
C -26.690 -18.651 -4.808  0.000

***

Entry from the OMol25 dataset: 4 unconnected molecules or ions with the total composition C36H91BN9O11P3S3 (ωB97M-V/def2-TZVPD).

The SMILES is CCSC[C@H]1[C@H](OC[C@H](C)O)OS(=O)(=O)[C@H](S)[C@@]1(CCCCCCCOC)B(O)O.CN(C)P(=O)(N(C)C)N(C)C.CN(C)P(=O)(N(C)C)N(C)C.CN(C)P(=O)(N(C)C)N(C)C. The orbital gap is 8.21 eV. The value obtained for the HOMO energy is -7.998 eV. The total energy is -4990.1894 Ha. As for the net charge: 0.

Last column: Löwdin charge in e.
Geometry (Å):
H -13.151 0.310 1.974  0.069
N -1.100 -1.694 1.050  -0.318
H -12.652 1.854 2.624  0.079
H 12.880 -1.932 1.408  0.084
O 7.648 -1.020 -1.381  -0.246
H 4.364 -3.094 -0.145  0.080
H -0.314 -3.093 -0.342  0.064
O 8.250 2.027 -0.918  -0.196
H 6.280 2.077 -1.509  0.113
H 1.616 -2.011 0.076  0.071
C 7.550 -3.988 2.461  -0.399
H -6.654 3.098 -4.541  0.088
H 8.268 -4.792 2.599  0.080
C -12.593 1.218 1.736  -0.147
H 3.605 0.162 1.754  0.092
H -11.288 -3.048 2.775  0.081
H 6.201 2.717 1.294  0.113
C 4.907 -2.205 1.702  -0.150
H -10.887 -1.461 -2.353  0.081
O 0.588 0.713 1.459  -0.284
H -10.556 2.683 2.357  0.080
H -6.010 2.041 -1.187  0.060
C -13.097 -0.421 -0.977  -0.115
H -5.387 8.044 -1.103  0.082
C -1.892 1.799 1.728  -0.131
C -1.263 -2.753 0.068  -0.103
H -6.451 6.170 -4.380  0.078
H -1.720 -3.615 0.556  0.080
N -11.209 0.930 1.435  -0.314
H 7.664 -2.324 1.135  0.117
H -13.786 -1.131 -1.440  0.082
H 4.849 1.122 2.536  0.109
S 5.637 -3.356 -2.631  0.853
H -4.702 6.389 -4.531  0.069
H 2.352 -0.426 -0.211  0.069
P -5.090 4.528 -2.087  0.630
H -3.555 1.348 -0.179  0.066
N -6.698 3.940 -1.792  -0.305
H -13.103 1.746 0.918  0.076
H 10.938 -5.347 0.220  0.138
H 6.535 -0.706 1.764  0.089
H 4.233 -5.086 -0.732  0.089
C 8.592 1.971 -2.277  -0.132
H -13.642 0.025 -0.151  0.048
C -5.583 3.221 -4.356  -0.116
H 8.325 0.216 3.670  0.063
H -12.612 -2.047 2.160  0.077
H -8.933 -0.477 2.380  0.077
H 8.756 2.968 -2.708  0.085
H -1.442 1.527 2.679  0.065
C -5.509 5.663 -4.601  -0.101
P -0.361 -0.226 0.814  0.600
H -5.537 5.325 -5.638  0.081
H -6.766 2.972 0.109  0.082
H -2.925 6.230 -1.094  0.081
H -8.765 4.204 -1.717  0.080
H -12.188 -2.618 -1.988  0.081
C -11.634 -2.469 1.917  -0.099
O 12.075 -3.847 -1.190  -0.040
C 6.913 2.437 -0.687  -0.232
H 12.552 -1.595 -0.270  0.085
H -11.754 -3.169 1.095  0.071
H -1.391 2.706 1.369  0.085
N -4.880 6.217 -1.950  -0.326
N -10.659 -1.429 1.631  -0.324
H 0.629 -0.109 -2.719  0.082
C -1.902 -1.842 2.257  -0.117
H -5.257 2.404 -3.712  0.075
H -5.044 3.119 -5.301  0.080
H -1.612 -1.106 3.007  0.076
H -10.705 2.830 0.589  0.080
H 5.600 -0.889 3.223  0.091
H 3.825 -2.047 1.699  0.103
H -2.984 6.169 -2.863  0.076
C -3.469 6.587 -1.977  -0.137
C 1.628 -1.152 -0.602  -0.140
H 9.522 1.412 -2.369  0.086
N -11.927 -1.148 -0.516  -0.330
O 9.303 -2.693 -0.559  -0.141
C 5.276 -2.679 0.277  -0.160
N -1.812 0.694 0.778  -0.299
H 1.981 -1.510 -1.572  0.084
C 9.212 -1.737 3.301  -0.535
H 13.206 -4.047 0.505  0.137
C 6.420 -3.708 0.122  -0.281
O 4.653 -5.603 -0.037  0.198
H -12.861 0.362 -1.710  0.092
H -2.073 1.791 -1.020  0.074
H -1.755 -2.828 2.702  0.080
O -4.414 3.932 -0.903  -0.289
H 12.688 -3.270 -1.650  0.088
H 7.831 1.452 -2.870  0.081
O 6.857 -6.242 0.511  0.167
C -2.551 1.000 -0.431  -0.139
C 8.963 -3.764 0.371  -0.325
O -10.024 0.551 -0.629  -0.294
H 8.743 -0.672 5.104  0.055
C 0.207 0.358 -1.826  -0.114
H -10.658 -2.714 -1.122  0.077
H 9.190 -1.515 2.235  0.062
C -9.728 -1.143 2.715  -0.117
H 7.333 -6.544 -0.267  0.111
C 4.676 0.372 1.758  -0.183
C -5.621 6.986 -0.966  -0.116
P -10.692 -0.353 0.352  0.655
N 0.294 -0.585 -0.724  -0.313
H -1.907 -2.445 -0.759  0.079
H 10.051 0.065 4.200  0.072
C -10.421 2.155 1.408  -0.148
H 10.166 -2.222 3.506  0.068
C 9.090 -0.433 4.094  -0.164
O 9.975 -3.831 1.299  -0.075
C -7.851 4.795 -1.607  -0.139
H -2.966 -1.702 2.042  0.086
C 6.411 1.864 0.645  -0.166
S 7.852 -2.806 3.822  0.917
C -11.386 -2.020 -1.552  -0.137
H 7.432 -4.516 -1.652  0.087
H 0.747 1.296 -1.637  0.093
H 11.202 -1.794 0.817  0.062
C 12.196 -2.166 0.591  -0.018
H -2.688 0.113 -1.056  0.077
H -7.876 5.261 -0.613  0.076
H 6.013 -2.191 -3.171  -0.099
H -3.374 7.673 -2.035  0.081
O 8.768 -2.516 -2.919  -0.258
S 8.200 -2.316 -1.622  0.585
H -9.249 -2.060 3.066  0.081
H -2.944 2.033 1.908  0.082
B 5.948 -5.237 0.187  -0.635
N -5.302 4.511 -3.739  -0.321
H -6.692 6.898 -1.114  0.047
H 8.934 -4.721 -0.160  0.159
H -7.898 5.577 -2.369  0.072
H 6.858 3.533 -0.705  0.121
C 6.944 -3.576 -1.390  -0.593
H 7.240 1.293 1.066  0.109
C 5.147 1.032 0.456  -0.214
H 6.569 -4.393 2.701  0.074
H -10.240 -0.663 3.554  0.087
H -5.383 6.709 0.070  0.092
H -0.822 0.591 -2.072  0.045
H 5.298 0.312 -0.354  0.097
H 5.091 -2.951 2.474  0.095
C 11.153 -4.505 0.884  -0.111
H -9.361 1.938 1.301  0.060
C 5.519 -0.860 2.136  -0.204
C 7.634 -3.412 1.040  -0.228
C 12.226 -3.647 0.218  -0.383
H 11.580 -4.927 1.795  0.137
H 4.358 1.715 0.122  0.116
H -7.755 2.241 -1.178  0.070
C -6.808 2.745 -0.965  -0.136
H 5.534 -1.779 -0.281  0.086

***

| no. | largest force on an atom (eV Å⁻¹) |
| --- | --- |
| 1 | 5.80 |
| 2 | 5.55 |